{
  "formula": "C3H4N2O3",
  "method": "ωB97M-V/def2-TZVPD",
  "symbols": ["C", "C", "C", "N", "N", "O", "O", "O", "H", "H", "H", "H"],
  "positions_angstrom": [[-1.362, -0.407, 0.156], [1.118, 0.823, -0.742], [-0.631, -0.261, 1.388], [-1.109, -0.144, -1.048], [0.150, 0.332, -1.532], [2.273, 1.040, -1.029], [-0.084, -1.274, 1.886], [0.578, 1.105, 0.510], [-2.425, -0.640, 0.190], [0.265, -0.138, -2.405], [0.073, -2.200, 1.546], [1.154, 1.763, 1.079]],
  "atomic_forces_ev_per_a": [[-0.244, -0.076, -0.262], [1.414, 0.759, 0.709], [-2.481, 1.368, 0.026], [0.501, 0.993, -2.278], [-2.051, -1.255, 1.487], [-0.568, -0.089, -0.002], [2.218, -2.569, 2.530], [2.091, 2.013, 0.194], [0.030, -0.469, 0.876], [0.972, 0.385, -0.410], [-0.561, 1.104, -0.985], [-1.322, -2.164, -1.884]],
  "nbo_charge": [-0.085, 0.856, 0.282, -0.280, -0.483, -0.612, -0.642, -0.698, 0.228, 0.420, 0.468, 0.546],
  "energy_ev": -12293.75140,
  "orbital_gap_ha": 0.3001,
  "max_force_ha_per_bohr": 0.08232,
  "relative_energy_kcal_mol": 120.9
}

***

{
  "formula": "C3H10N2O2",
  "method": "ωB97M-V/def2-TZVPD",
  "symbols": ["O", "C", "N", "C", "N", "C", "H", "H", "H", "H", "H", "H", "H", "H", "H", "H", "O"],
  "positions_angstrom": [[-0.645, 0.980, -1.454], [-0.925, 0.424, -0.416], [-0.218, 0.653, 0.764], [1.132, 1.150, 0.578], [1.961, 0.167, -0.167], [-2.138, -0.471, -0.252], [-0.154, -0.200, 1.309], [1.090, 2.108, 0.063], [1.609, 1.266, 1.549], [1.704, 0.270, -1.152], [2.907, 0.548, -0.183], [-1.842, -1.384, 0.257], [-2.769, 0.073, 0.460], [-2.627, -0.553, -1.210], [1.269, -1.730, 0.525], [0.622, -3.095, 1.038], [0.453, -2.182, 0.802]],
  "atomic_forces_ev_per_a": [[0.189, 0.086, -0.243], [-0.426, 0.032, 0.365], [0.692, -0.520, -0.330], [0.214, -0.131, -0.205], [0.188, 0.682, -0.540], [0.488, 1.042, 0.724], [-0.491, 0.024, 0.217], [-0.060, 0.060, 0.075], [-0.201, 0.170, 0.109], [-0.277, -0.320, 0.191], [0.037, -0.294, 0.321], [-0.112, -0.306, -0.401], [-0.235, -0.140, -0.194], [-0.112, -0.416, -0.062], [0.053, -0.166, -0.065], [0.338, 0.011, -0.050], [-0.284, 0.184, 0.087]],
  "nbo_charge": [-0.622, 0.703, -0.649, -0.059, -0.873, -0.720, 0.403, 0.191, 0.185, 0.376, 0.359, 0.247, 0.231, 0.237, 0.508, 0.479, -0.996],
  "smiles": "CC(=O)NCN.O",
  "energy_ev": -10349.01796,
  "orbital_gap_ha": 0.3825,
  "max_force_ha_per_bohr": 0.02644,
  "relative_energy_kcal_mol": 10.8
}

***

{
  "formula": "C13H23N3O4P",
  "method": "ωB97M-V/def2-TZVPD",
  "symbols": ["C", "C", "C", "N", "N", "C", "P", "O", "O", "O", "C", "C", "C", "C", "C", "C", "H", "H", "H", "H", "H", "H", "H", "H", "H", "H", "H", "H", "H", "H", "H", "H", "C", "O", "N", "C", "C", "H", "H", "H", "H", "H", "H", "H"],
  "positions_angstrom": [[0.445, 0.493, 3.883], [0.193, 0.261, 2.267], [-1.383, 0.437, 1.737], [1.244, -0.099, 1.462], [2.060, 0.970, 1.135], [2.817, 0.564, -0.145], [2.059, -0.939, -1.046], [0.510, -0.730, -1.446], [2.295, -2.474, -0.184], [2.878, -1.184, -2.604], [1.364, 2.306, 1.016], [0.531, 2.727, -0.372], [-0.259, 4.157, -0.543], [-0.277, 5.248, 0.717], [0.524, 4.894, 2.108], [1.319, 3.465, 2.220], [0.329, -0.510, 4.500], [1.473, 1.039, 4.064], [-0.411, 1.237, 4.236], [-1.525, 0.064, 0.623], [-2.169, 0.006, 2.490], [-1.545, 1.618, 1.690], [2.802, 1.078, 1.885], [2.965, 1.462, -0.889], [3.915, 0.253, 0.204], [1.554, -2.559, 0.510], [2.457, -2.056, -2.931], [0.486, 1.967, -1.288], [-0.823, 4.441, -1.540], [-0.857, 6.275, 0.645], [0.514, 5.650, 3.032], [1.876, 3.186, 3.228], [-2.759, -4.600, -3.602], [-2.462, -4.564, -4.789], [-2.333, -3.705, -2.643], [-2.731, -3.816, -1.255], [-1.459, -2.619, -3.036], [-3.419, -5.385, -3.197], [-3.260, -2.903, -0.965], [-1.835, -3.932, -0.639], [-3.388, -4.676, -1.100], [-1.963, -2.013, -3.794], [-0.545, -3.037, -3.469], [-1.206, -1.996, -2.174]],
  "atomic_forces_ev_per_a": [[-1.022, 1.684, -0.811], [-0.508, -0.474, 1.250], [0.866, -0.250, -0.151], [-4.822, 0.408, 0.451], [2.301, 1.311, 0.516], [3.282, 0.069, -0.853], [-5.728, -2.645, -3.175], [5.812, -0.239, 2.037], [-1.160, 3.485, -0.529], [-1.622, -0.930, 3.767], [-3.695, 6.573, -1.280], [-0.067, 1.881, 1.949], [2.016, -0.668, 4.042], [2.166, -3.615, 0.649], [-0.266, -2.752, -3.442], [-1.111, -0.202, -2.159], [0.408, 1.932, -1.616], [-1.935, -1.479, -0.256], [1.831, -1.631, -0.558], [0.504, 0.512, 2.472], [1.622, 0.731, -1.462], [0.709, -2.335, 0.328], [-0.524, 0.379, -0.926], [-0.598, -1.757, 1.562], [-2.350, 0.633, -0.756], [1.441, 0.463, -1.575], [0.819, 1.788, 0.638], [0.114, 1.680, 2.247], [1.377, -0.880, 2.299], [1.360, -2.440, 0.047], [0.126, -1.997, -2.330], [-1.265, 0.843, -2.310], [0.401, 0.489, -0.264], [-0.095, 0.225, 1.198], [-0.517, -0.951, -0.693], [0.132, 0.109, -0.306], [-0.115, -0.023, -0.159], [0.021, 0.059, 0.092], [-0.018, -0.104, 0.200], [-0.136, -0.011, 0.176], [0.116, 0.128, -0.100], [0.222, 0.022, 0.014], [-0.015, 0.214, -0.016], [-0.075, -0.235, -0.209]],
  "nbo_charge": [-0.756, 0.645, -0.737, -0.565, -0.264, -0.575, 2.166, -1.069, -0.945, -0.923, 0.017, -0.217, -0.207, -0.164, -0.223, -0.213, 0.299, 0.231, 0.255, 0.287, 0.264, 0.288, 0.427, 0.310, 0.282, 0.522, 0.525, 0.284, 0.275, 0.267, 0.278, 0.237, 0.527, -0.608, -0.442, -0.394, -0.423, 0.110, 0.188, 0.184, 0.217, 0.214, 0.203, 0.222],
  "charge": 1,
  "energy_ev": -35783.77836,
  "orbital_gap_ha": 0.2035,
  "max_force_ha_per_bohr": 0.14874
}

***

{
  "formula": "C2H3ClINO2",
  "method": "ωB97M-V/def2-TZVPD",
  "symbols": ["C", "C", "N", "O", "O", "Cl", "I", "H", "H", "H"],
  "positions_angstrom": [[1.840, -0.579, -0.572], [-1.833, 1.131, 0.683], [0.662, -0.827, -0.131], [-0.226, -0.941, -1.114], [0.330, -0.919, 1.048], [-2.206, 2.574, -0.134], [-2.318, -0.710, 0.120], [2.123, -0.366, -1.546], [2.768, -0.702, 0.094], [-1.140, 1.338, 1.552]],
  "atomic_forces_ev_per_a": [[3.764, -0.386, 2.665], [0.756, 0.462, 1.106], [1.266, 0.602, -1.860], [-1.671, -0.299, 0.032], [-0.530, -0.639, 1.671], [-0.176, -0.470, -0.178], [0.292, 1.142, -0.068], [-0.593, 0.072, -1.854], [-2.087, 0.398, -0.467], [-1.019, -0.883, -1.046]],
  "nbo_charge": [-0.281, -0.507, 0.357, -0.556, -0.556, 0.092, 0.811, 0.199, 0.190, 0.251],
  "energy_ev": -28323.16440,
  "orbital_gap_ha": [0.2282, 0.2597],
  "max_force_ha_per_bohr": 0.09000,
  "relative_energy_kcal_mol": 79.9
}

***

{
  "formula": "C31H44BrN3OP2Sn",
  "method": "ωB97M-V/def2-TZVPD",
  "symbols": ["C", "C", "C", "C", "N", "C", "C", "C", "C", "C", "C", "C", "C", "C", "Sn", "P", "H", "H", "H", "H", "H", "H", "H", "H", "C", "C", "H", "H", "H", "H", "H", "C", "C", "H", "H", "H", "H", "H", "C", "C", "H", "H", "H", "H", "H", "Br", "P", "C", "C", "H", "H", "H", "H", "H", "C", "C", "H", "H", "H", "H", "H", "C", "C", "H", "H", "H", "H", "H", "N", "C", "O", "C", "C", "C", "N", "C", "C", "H", "H", "H", "H", "H", "H"],
  "positions_angstrom": [[-0.620, 6.815, -4.133], [-0.805, 5.459, -4.470], [-1.108, 5.128, -5.801], [-1.182, 6.162, -6.746], [-0.992, 7.433, -6.412], [-0.716, 7.771, -5.157], [-0.715, 4.421, -3.472], [-0.661, 3.646, -2.534], [-0.800, 2.779, -1.440], [0.144, 2.804, -0.400], [0.000, 1.921, 0.672], [-1.053, 1.019, 0.612], [-2.056, 1.034, -0.353], [-1.889, 1.891, -1.433], [-0.596, -0.946, 1.463], [2.144, -1.469, 1.056], [-1.294, 4.091, -6.079], [-0.420, 7.107, -3.104], [-1.401, 5.918, -7.783], [-0.564, 8.823, -4.923], [-2.587, 1.875, -2.269], [0.985, 3.502, -0.450], [-2.937, 0.398, -0.308], [0.734, 1.937, 1.490], [2.607, -3.090, 1.808], [3.536, -4.034, 1.046], [1.639, -3.586, 1.989], [3.029, -2.850, 2.798], [3.693, -4.938, 1.648], [3.102, -4.358, 0.094], [4.524, -3.600, 0.853], [2.117, -1.757, -0.773], [2.981, -0.788, -1.563], [1.059, -1.650, -1.066], [2.387, -2.800, -0.993], [2.765, -0.894, -2.631], [2.782, 0.254, -1.286], [4.049, -0.992, -1.421], [3.522, -0.342, 1.508], [4.937, -0.910, 1.417], [3.321, -0.026, 2.545], [3.424, 0.564, 0.892], [5.663, -0.119, 1.641], [5.104, -1.705, 2.152], [5.193, -1.299, 0.425], [-3.335, -0.830, 2.008], [-2.437, -3.547, -1.844], [-0.614, -3.758, -1.846], [-0.233, -5.211, -2.146], [-0.221, -3.428, -0.875], [-0.229, -3.093, -2.632], [0.835, -5.288, -2.373], [-0.434, -5.871, -1.294], [-0.789, -5.596, -3.010], [-2.947, -3.475, -0.090], [-4.391, -3.956, 0.091], [-2.848, -2.422, 0.216], [-2.252, -4.078, 0.514], [-4.650, -3.985, 1.153], [-5.109, -3.289, -0.400], [-4.526, -4.962, -0.323], [-2.730, -1.887, -2.588], [-2.973, -1.981, -4.103], [-1.868, -1.246, -2.363], [-3.617, -1.468, -2.093], [-3.314, -1.017, -4.497], [-2.063, -2.248, -4.654], [-3.745, -2.725, -4.337], [0.972, 2.511, 8.205], [-0.095, 2.621, 7.349], [-1.039, 3.371, 7.591], [-0.044, 1.848, 6.060], [1.078, 1.154, 5.572], [0.970, 0.435, 4.373], [-0.162, 0.413, 3.623], [-1.193, 1.171, 4.051], [-1.178, 1.893, 5.236], [0.833, 2.931, 9.114], [1.605, 1.723, 8.176], [2.032, 1.178, 6.091], [1.824, -0.150, 4.009], [-2.095, 1.179, 3.436], [-2.055, 2.482, 5.490]],
  "atomic_forces_ev_per_a": [[0.132, -0.039, -0.208], [-0.027, -0.171, -0.031], [-0.105, 0.224, -0.111], [0.090, -0.642, 0.885], [0.053, 0.355, -0.432], [-0.065, -0.916, 0.659], [-0.068, 1.008, -0.335], [-0.246, -0.140, 0.209], [0.331, 0.588, -1.236], [0.593, -0.250, 1.568], [0.618, 1.936, -1.101], [0.575, -1.364, 0.892], [-0.324, 1.306, -1.684], [-0.769, -1.066, 0.668], [-0.998, -0.675, 1.173], [0.881, 0.344, 0.290], [0.110, 0.275, -0.007], [0.024, -0.038, -0.271], [0.027, 0.247, 0.130], [-0.087, -0.159, -0.190], [0.161, 0.149, 0.181], [-0.306, -0.266, -0.049], [0.334, -0.015, 0.169], [-0.437, -0.129, -0.387], [-0.493, 0.102, 0.213], [0.187, -0.130, -0.001], [0.276, -0.030, 0.102], [-0.194, -0.070, -0.240], [-0.039, 0.175, -0.137], [0.119, 0.041, 0.174], [-0.311, -0.063, -0.005], [-0.154, -0.123, 0.267], [0.155, 0.122, -0.377], [0.217, 0.062, -0.001], [-0.033, 0.342, 0.082], [0.099, 0.074, 0.132], [0.060, -0.167, -0.079], [-0.289, 0.117, -0.019], [0.284, -0.028, -0.287], [0.448, 0.170, 0.083], [0.020, -0.086, -0.327], [-0.010, -0.184, 0.152], [-0.097, -0.149, -0.018], [-0.079, 0.106, -0.163], [-0.170, 0.067, 0.212], [-0.023, 0.118, 0.340], [1.310, 1.757, 1.395], [-0.213, -0.445, -0.769], [0.243, -0.364, -0.025], [-0.328, 0.014, -0.107], [-0.071, -0.146, 0.193], [-0.193, 0.015, 0.050], [-0.030, 0.146, -0.150], [0.215, 0.062, 0.168], [-0.491, -0.950, -0.318], [-0.276, -0.040, 0.131], [0.028, -0.085, -0.189], [-0.117, 0.128, -0.326], [0.083, 0.059, -0.176], [0.145, -0.076, 0.066], [0.006, 0.182, 0.160], [-0.812, -0.395, -0.443], [-0.013, 0.080, -0.276], [-0.016, -0.271, 0.171], [0.194, -0.132, -0.031], [0.076, -0.190, 0.125], [-0.162, -0.019, 0.162], [0.178, 0.231, 0.044], [-0.376, -0.318, -0.317], [-0.496, 1.212, 1.099], [1.107, -1.091, -0.570], [-0.019, -0.124, -1.008], [-0.566, -0.116, -0.324], [-0.286, 0.075, 0.052], [0.308, 0.078, 0.187], [0.012, -0.186, -0.057], [0.303, -0.227, 0.001], [0.042, 0.021, -0.144], [-0.196, 0.182, -0.054], [-0.165, -0.139, -0.062], [-0.487, 0.253, 0.136], [0.329, -0.096, 0.087], [0.263, -0.116, 0.234]],
  "mulliken_charge": [-0.404, 0.662, -0.425, -0.337, -0.519, -0.339, 0.144, -0.569, 0.860, -0.926, -0.328, 0.462, -0.403, -0.996, 0.963, 0.488, 0.403, 0.409, 0.370, 0.381, 0.537, 0.511, 0.513, 0.507, -0.779, -1.151, 0.447, 0.434, 0.409, 0.238, 0.241, 0.834, -1.518, -0.551, 0.198, 0.447, 0.254, 0.278, -0.454, -1.380, 0.323, 0.403, 0.432, 0.310, 0.230, -0.484, 0.164, 0.452, -1.438, -0.374, 0.508, 0.384, 0.351, 0.428, 0.730, -1.363, -0.853, 0.439, 0.378, 0.351, 0.434, 0.006, -1.389, 0.055, 0.458, 0.401, 0.337, 0.386, -0.372, 0.372, -0.583, 0.843, -0.987, -0.416, 0.151, -0.110, -0.966, 0.277, 0.189, 0.346, 0.387, 0.443, 0.455],
  "charge": 2,
  "energy_ev": -133812.18227,
  "orbital_gap_ha": [0.1222, 0.1416],
  "max_force_ha_per_bohr": 0.05053
}